Entry 1:
Density functional theory data (wB97M-V/def2-TZVPD) for an isolated molecule of C2H3NO2 at a distorted geometry.

XYZ file:
```
8
C2H3NO2 | the OMol25 dataset | wB97M-V/def2-TZVPD
O 0.30 1.53 0.33
O -0.10 2.09 -1.13
N -0.39 0.73 -1.41
C 0.07 -0.90 0.47
C -0.10 0.37 -0.20
H 0.56 -1.84 -0.14
H 0.57 -0.66 1.45
H -0.91 -1.33 0.63
```

**F_max**: 3.64 eV/A
**Structure (SMILES)**: Cc1noo1
**Energy relative to the best compared isomer or geometry (same formula, charge and spin)**: 132.8 kcal/mol
**Electronic energy**: -7702.083 eV
**Multiplicity**: 1
**HOMO level**: -0.371 hartree

Entry 2:
Density functional theory data (wB97M-V/def2-TZVPD) for an isolated molecule of C2H3NO2 at a distorted geometry.

XYZ file:
```
8
C2H3NO2 | the OMol25 dataset | wB97M-V/def2-TZVPD
O -3.14 0.96 0.35
O -3.03 -0.33 -0.12
N -2.01 -1.00 -0.22
C -0.68 -0.71 -0.06
C 0.01 0.43 0.00
H -0.09 -1.70 -0.21
H -0.63 1.37 0.17
H 1.09 0.33 0.06
```

**F_max**: 3.08 eV/A
**Energy relative to the best compared isomer or geometry (same formula, charge and spin)**: 175.9 kcal/mol
**Electronic energy**: -7700.215 eV
**Multiplicity**: 1
**HOMO level (spin up / spin down)**: -0.388 / -0.357 hartree

Entry 3:
Density functional theory data (wB97M-V/def2-TZVPD) for a cluster of 2 separate species, C2H3NO2 in total at a distorted geometry.

XYZ file:
```
8
C2H3NO2 | the OMol25 dataset | wB97M-V/def2-TZVPD
O 1.37 -1.19 0.43
O -0.41 -2.01 -1.01
N 0.08 -0.77 0.97
C -0.29 1.28 -0.07
C 0.21 -1.49 -0.14
H -0.53 1.76 0.82
H 0.76 1.34 -0.33
H -1.20 1.07 -0.66
```

**F_max**: 3.62 eV/A
**Energy relative to the best compared isomer or geometry (same formula, charge and spin)**: 133.5 kcal/mol
**Electronic energy**: -7702.056 eV
**Multiplicity**: 1
**HOMO level (spin up / spin down)**: -0.354 / -0.381 hartree

Entry 4:
Density functional theory data (wB97M-V/def2-TZVPD) for an isolated molecule of C2H3NO2 at a distorted geometry.

XYZ file:
```
8
C2H3NO2 | the OMol25 dataset | wB97M-V/def2-TZVPD
O -1.81 -0.55 0.56
O -1.12 -1.15 1.66
N 0.13 -0.83 1.31
C 0.59 0.56 -0.82
C 0.17 -0.17 0.27
H -0.41 0.95 -1.10
H 1.25 1.40 -0.38
H 1.21 -0.21 -1.51
```

**F_max**: 6.13 eV/A
**Energy relative to the best compared isomer or geometry (same formula, charge and spin)**: 186.9 kcal/mol
**Electronic energy**: -7699.739 eV
**Multiplicity**: 1
**HOMO level**: -0.339 hartree

Entry 5:
Density functional theory data (wB97M-V/def2-TZVPD) for an isolated molecule of C2H3NO2 at a distorted geometry.

XYZ file:
```
8
C2H3NO2 | the OMol25 dataset | wB97M-V/def2-TZVPD
O 2.11 -1.68 0.28
O 1.36 -2.01 2.47
N 1.48 -0.38 0.71
C 1.59 -1.52 1.44
C 0.10 -0.04 0.08
H 0.29 0.87 -0.66
H -0.35 -0.99 -0.40
H -0.43 0.29 1.07
```

**F_max**: 3.17 eV/A
**Structure (SMILES)**: CN1OC1=O
**Energy relative to the best compared isomer or geometry (same formula, charge and spin)**: 78.4 kcal/mol
**Electronic energy**: -7704.442 eV
**Multiplicity**: 1
**HOMO level**: -0.392 hartree

Entry 6:
Density functional theory data (wB97M-V/def2-TZVPD) for an isolated molecule of C2H3NO2 at a distorted geometry.

XYZ file:
```
8
C2H3NO2 | the OMol25 dataset | wB97M-V/def2-TZVPD
O -0.57 0.64 -0.34
O 0.71 -1.08 0.11
N 1.31 0.15 0.70
C 0.55 1.07 0.15
C -0.45 -0.80 -0.25
H -0.87 -1.24 -1.24
H 0.77 2.24 0.47
H -1.44 -0.99 0.41
```

**F_max**: 10.30 eV/A
**Structure (SMILES)**: C1=NOCO1
**Energy relative to the best compared isomer or geometry (same formula, charge and spin)**: 92.8 kcal/mol
**Electronic energy**: -7703.820 eV
**Multiplicity**: 1
**HOMO level**: -0.337 hartree

Entry 7:
Density functional theory data (wB97M-V/def2-TZVPD) for an isolated molecule of C2H3NO2 at a distorted geometry.

XYZ file:
```
8
C2H3NO2 | the OMol25 dataset | wB97M-V/def2-TZVPD
O -2.39 0.31 -1.70
O 0.45 0.74 0.22
N -0.42 1.20 -0.70
C -1.54 0.41 -0.88
C 0.20 -0.72 0.31
H 0.91 -1.18 -0.32
H 0.21 -1.24 1.26
H -0.60 2.28 -0.75
```

**F_max**: 3.27 eV/A
**Energy relative to the best compared isomer or geometry (same formula, charge and spin)**: 133.4 kcal/mol
**Electronic energy**: -7702.059 eV
**Multiplicity**: 1
**HOMO level (spin up / spin down)**: -0.330 / -0.320 hartree

Entry 8:
Density functional theory data (wB97M-V/def2-TZVPD) for a cluster of 2 separate species, C2H3NO2 in total at a distorted geometry.

XYZ file:
```
8
C2H3NO2 | the OMol25 dataset | wB97M-V/def2-TZVPD
O 2.21 1.16 -1.22
O 1.71 -1.99 0.98
N 2.64 0.06 -1.02
C 0.16 -0.11 0.73
C 1.26 -0.97 0.58
H 0.42 0.60 1.57
H 0.14 0.53 -0.20
H -0.77 -0.72 1.00
```

**F_max**: 5.13 eV/A
**Energy relative to the best compared isomer or geometry (same formula, charge and spin)**: 109.9 kcal/mol
**Electronic energy**: -7703.075 eV
**Multiplicity**: 1
**HOMO level (spin up / spin down)**: -0.267 / -0.268 hartree

Entry 9:
Density functional theory data (wB97M-V/def2-TZVPD) for a cluster of 2 separate species, C2H3NO2 in total at a distorted geometry.

XYZ file:
```
8
C2H3NO2 | the OMol25 dataset | wB97M-V/def2-TZVPD
O -0.48 -0.59 0.53
O 0.05 -1.78 -2.93
N 0.24 0.57 0.31
C 0.10 1.48 1.17
C 0.24 -2.27 -1.93
H -0.53 1.38 2.05
H -0.28 -1.16 -0.23
H 0.65 2.38 1.01
```

**F_max**: 1.10 eV/A
**Energy relative to the best compared isomer or geometry (same formula, charge and spin)**: 59.4 kcal/mol
**Electronic energy**: -7705.267 eV
**Multiplicity**: 1
**HOMO level**: -0.376 hartree

Entry 10:
Density functional theory data (wB97M-V/def2-TZVPD) for an isolated molecule of C2H3NO2 at a distorted geometry.

XYZ file:
```
8
C2H3NO2 | the OMol25 dataset | wB97M-V/def2-TZVPD
O -2.04 0.88 -0.51
O -1.89 -1.14 0.51
N -0.21 0.75 0.61
C 0.84 0.94 -0.04
C -1.35 0.15 0.17
H 1.52 1.75 0.11
H -2.80 -1.37 0.35
H 1.02 0.35 -1.01
```

**F_max**: 4.95 eV/A
**Structure (SMILES)**: C=NC(=O)O
**Energy relative to the best compared isomer or geometry (same formula, charge and spin)**: 39.0 kcal/mol
**Electronic energy**: -7706.150 eV
**Multiplicity**: 1
**HOMO level**: -0.382 hartree

Entry 11:
Density functional theory data (wB97M-V/def2-TZVPD) for a structure of composition C2H3NO2 at a distorted geometry.

XYZ file:
```
8
C2H3NO2 | the OMol25 dataset | wB97M-V/def2-TZVPD
O -2.84 0.60 0.10
O 0.70 1.17 -0.35
N -1.06 -0.89 -0.57
C -1.78 0.08 -0.02
C -0.37 -0.07 0.37
H 0.32 -0.64 0.98
H 1.43 1.11 0.27
H -0.93 -1.30 -1.56
```

**F_max**: 4.93 eV/A
**Energy relative to the best compared isomer or geometry (same formula, charge and spin)**: 128.4 kcal/mol
**Electronic energy**: -7699.361 eV
**Multiplicity**: 3
**HOMO level (spin up / spin down)**: -0.207 / -0.375 hartree

Entry 12:
Density functional theory data (wB97M-V/def2-TZVPD) for an isolated molecule of C2H3NO2S at a distorted geometry.

XYZ file:
```
9
C2H3NO2S | the OMol25 dataset | wB97M-V/def2-TZVPD
S -2.39 -0.33 -0.21
O 2.76 0.34 -0.48
O 0.81 -0.58 0.59
N 0.17 0.58 0.32
C 2.15 -0.55 -0.03
C -1.08 0.77 0.08
H 0.98 1.37 0.21
H 2.50 -1.52 -0.37
H -1.36 1.92 0.16
```

**F_max**: 6.55 eV/A
**Structure (SMILES)**: O=CONC=S
**Energy relative to the best compared isomer or geometry (same formula, charge and spin)**: 93.2 kcal/mol
**Electronic energy**: -18539.412 eV
**Multiplicity**: 1
**HOMO level**: -0.306 hartree

Look up the electronic energy of the eighth one. -7703.075 eV

Among the records above, which one has the highest electronic energy? number 11

Look up the multiplicity of the eleventh one. 3

What did the seventh record say?
Density functional theory data (wB97M-V/def2-TZVPD) for an isolated molecule of C2H3NO2 at a distorted geometry.

XYZ file:
```
8
C2H3NO2 | the OMol25 dataset | wB97M-V/def2-TZVPD
O -2.39 0.31 -1.70
O 0.45 0.74 0.22
N -0.42 1.20 -0.70
C -1.54 0.41 -0.88
C 0.20 -0.72 0.31
H 0.91 -1.18 -0.32
H 0.21 -1.24 1.26
H -0.60 2.28 -0.75
```

**F_max**: 3.27 eV/A
**Energy relative to the best compared isomer or geometry (same formula, charge and spin)**: 133.4 kcal/mol
**Electronic energy**: -7702.059 eV
**Multiplicity**: 1
**HOMO level (spin up / spin down)**: -0.330 / -0.320 hartree